The molecule C3H4O2 at a distorted geometry, computed with wB97M-V/def2-TZVPD.

HOMO level (alpha / beta): -8.646 / -8.554 eV
Molecular weight: 72.06 g/mol
SMILES: C=CC(=O)O

XYZ file:
```
9
Properties=species:S:1:pos:R:3:forces:R:3:mulliken_charge:R:1
C -0.79642 -0.42268 -0.34051 -3.5 -3.6 6.0 0.522
C 0.38046 -0.56267 0.66530 -4.1 -2.2 -1.0 -0.059
C 1.14656 0.43397 0.32107 6.3 1.8 -4.8 -0.719
O -1.60058 0.60981 0.08716 0.0 1.4 -1.8 -0.425
O -1.35758 -1.43195 -0.72372 1.6 1.4 -1.5 -0.484
H -1.31101 1.45479 -0.28078 -0.1 0.1 0.2 0.323
H 0.69903 -1.57611 0.85578 0.4 -0.2 -0.4 0.268
H 1.17074 1.49337 0.13274 -1.4 0.3 0.5 0.380
H 1.66881 0.00147 -0.71704 0.9 0.8 2.7 0.194
```
Forces are in eV/Å.



The molecule C3H4O2 at a distorted geometry, computed with wB97M-V/def2-TZVPD.

HOMO level: -9.137 eV
Molecular weight: 72.06 g/mol
SMILES: OC1(O)C=C1

XYZ file:
```
9
Properties=species:S:1:pos:R:3:forces:R:3:mulliken_charge:R:1
C -1.19830 0.19813 -0.50878 4.7 -2.1 4.8 -0.581
C -1.06643 -0.01150 0.77240 1.5 1.1 0.1 -0.261
C 0.28131 -0.10526 0.18535 -2.7 1.9 -1.5 0.333
O 1.19702 1.00751 0.22782 -1.9 -1.2 2.2 -0.476
O 0.87651 -1.32122 0.16982 -0.3 -0.4 1.6 -0.463
H -1.56357 0.52435 -1.36354 -2.2 1.2 -3.5 0.476
H -1.32976 0.12452 1.80054 -1.0 -0.1 0.2 0.374
H 1.58218 1.07512 -0.61175 0.9 0.2 -1.9 0.302
H 1.22104 -1.49165 -0.67187 0.9 -0.5 -1.9 0.297
```
Forces are in eV/Å.



The molecule C3H4O2, computed with wB97M-V/def2-TZVPD.

HOMO level: -9.657 eV
Molecular weight: 72.06 g/mol
SMILES: C=C(O)C=O

XYZ file:
```
9
Properties=species:S:1:pos:R:3:forces:R:3:mulliken_charge:R:1
C 1.02688 -0.66825 -0.15191 -0.1 0.1 0.0 -0.835
C 0.05721 0.19352 0.15017 0.1 -0.3 -0.2 0.660
O 0.16095 1.40636 0.75650 0.2 0.1 0.0 -0.485
C -1.35941 -0.10137 -0.23181 -0.2 -0.4 -0.1 -0.047
O -1.76362 -1.21156 -0.49380 0.2 0.8 0.1 -0.464
H 1.08934 1.66348 0.83254 -0.2 -0.1 0.0 0.314
H 2.07422 -0.53318 0.10756 -0.2 0.1 -0.1 0.277
H 0.72785 -1.54758 -0.70931 0.1 0.0 0.2 0.264
H -2.01340 0.79859 -0.25994 0.1 -0.3 0.0 0.316
```
Forces are in eV/Å.



The ion C3H4O2P with charge -1 at a distorted geometry, computed with wB97M-V/def2-TZVPD.

HOMO level: -2.832 eV
Molecular weight: 103.04 g/mol
Charge: -1
SMILES: CC#CP([O-])O

XYZ file:
```
10
Properties=species:S:1:pos:R:3:forces:R:3:mulliken_charge:R:1
C 0.22862 -0.33713 0.34573 0.4 1.0 -1.1 0.930
C 0.21036 -0.80119 1.45359 -0.1 -0.6 0.2 -0.642
C 0.40498 0.25938 -0.98888 0.4 0.0 0.0 -1.109
O -0.25749 -3.14100 2.58068 -0.5 -1.5 -0.5 -0.547
O -1.63743 -0.95389 3.10461 -0.2 -0.8 -0.4 -0.504
P -0.07368 -1.74099 3.02338 0.0 2.3 1.0 -0.163
H -0.30210 -0.12179 -1.70712 -0.5 -0.3 -0.2 0.268
H 0.28145 1.35738 -1.03999 0.3 -0.4 0.3 0.255
H 1.39334 -0.02723 -1.39013 -0.2 0.4 0.2 0.245
H -1.73233 -0.29432 3.78447 0.4 0.1 0.5 0.267
```
Forces are in eV/Å.



A cluster of 2 separate species, C3H4O2S in total at a distorted geometry, computed with wB97M-V/def2-TZVPD.

HOMO level: -9.188 eV
Molecular weight: 104.13 g/mol
SMILES: O=C=O.C=CS

XYZ file:
```
10
Properties=species:S:1:pos:R:3:forces:R:3:mulliken_charge:R:1
C 0.84968 -1.84214 -3.17364 0.2 0.4 -1.2 0.695
C -0.47207 -0.45153 -0.61143 0.7 -0.6 0.9 -0.850
C 0.80679 -0.36525 -0.29039 -0.5 1.7 -1.1 -0.145
O 0.71444 -1.05544 -3.98300 -0.6 2.3 -1.6 -0.352
O 1.04913 -2.70281 -2.47341 0.5 -2.8 2.8 -0.326
S 1.77684 1.16445 -0.63222 -1.1 -1.2 -0.1 -0.183
H -0.94420 0.43548 -0.78278 -1.4 2.3 -1.0 0.319
H -1.14069 -1.28570 -0.56040 0.3 -0.8 0.2 0.309
H 1.30536 -1.20533 0.03327 1.5 -1.5 0.7 0.404
H 1.06073 1.36341 -1.76967 0.4 0.2 0.4 0.129
```
Forces are in eV/Å.



The molecule C3H4O2S at a distorted geometry, computed with wB97M-V/def2-TZVPD.

HOMO level: -8.465 eV
Molecular weight: 104.13 g/mol
SMILES: O=C/C(S)=C/O

XYZ file:
```
10
Properties=species:S:1:pos:R:3:forces:R:3:mulliken_charge:R:1
C -0.43698 -1.06502 -0.14213 3.5 3.5 1.0 -0.160
C -0.50451 1.35195 0.53314 -2.1 2.2 1.0 -0.019
C 0.23028 0.14211 0.25672 -1.4 -3.2 -1.8 0.268
O -0.06867 2.50708 0.55253 0.1 -1.8 -0.3 -0.515
O 0.32266 -1.99724 -0.73694 -1.2 -2.5 -0.1 -0.481
S 1.93697 0.34448 -0.09327 0.7 -3.5 0.7 -0.184
H -1.45980 -1.18484 0.03542 -1.5 -0.4 0.1 0.390
H -1.63288 1.30713 0.77649 1.3 -0.7 -0.4 0.229
H -0.09526 -2.93608 -0.83475 0.7 2.8 0.4 0.366
H 1.70818 1.53042 -0.34721 -0.2 3.8 -0.7 0.106
```
Forces are in eV/Å.



A structure of composition C3H4O2Y at a distorted geometry, computed with wB97M-V/def2-TZVPD.

HOMO level: -11.434 eV
Molecular weight: 160.97 g/mol
Charge: +1

XYZ file:
```
10
Properties=species:S:1:pos:R:3:forces:R:3:mulliken_charge:R:1
O 1.44540 -1.05212 -0.05616 1.3 2.2 -0.1 -0.636
C 0.15489 -1.49948 0.06556 -3.4 -1.7 -0.7 0.120
C -1.10226 -0.71549 0.01796 -0.3 1.0 0.4 -0.482
O -1.17668 0.56314 -0.16428 0.0 -0.5 0.2 -0.141
C -0.13414 1.62615 -0.00491 -0.4 0.0 -0.1 -0.926
Y 1.98621 0.86145 -0.03332 0.5 -1.1 -0.1 1.744
H -0.02371 -2.18821 0.92229 0.4 0.1 -0.6 0.409
H -0.32489 -2.06106 -0.86456 1.6 0.2 1.1 0.320
H -0.43279 2.13338 0.92738 0.1 -0.1 -0.2 0.301
H -0.39204 2.33223 -0.80995 0.2 0.0 0.1 0.291
```
Forces are in eV/Å.



The molecule C3H4O3, computed with wB97M-V/def2-TZVPD.

HOMO level: -10.362 eV
Molecular weight: 88.06 g/mol
SMILES: O=CC(=O)CO

XYZ file:
```
10
Properties=species:S:1:pos:R:3:forces:R:3:mulliken_charge:R:1
O -1.47506 1.35495 0.67896 -0.1 -0.1 0.1 -0.509
C -0.43290 0.92975 -0.14282 0.2 -0.1 -0.2 -0.382
C 0.10058 -0.40686 0.31710 -0.2 0.0 0.3 0.686
O -0.28037 -0.91891 1.34920 0.2 0.2 -0.4 -0.553
C 1.10581 -1.17093 -0.53891 0.0 0.0 -0.5 -0.062
O 0.99816 -1.23583 -1.73739 0.1 0.1 0.6 -0.416
H -1.56084 0.68613 1.37832 0.0 0.1 0.0 0.365
H -0.74938 0.85438 -1.19244 0.0 -0.1 0.1 0.276
H 0.40882 1.64440 -0.11807 -0.1 -0.1 0.0 0.256
H 1.88136 -1.71554 0.03095 -0.1 0.0 -0.1 0.340
```
Forces are in eV/Å.